a:
Formula: C3H5NO3S
Source: OMol25
Level of theory: wB97M-V/def2-TZVPD

Summary:
LUMO: 0.27 eV
SMILES string: O=CN(O)C(=O)CS
Orbital gap: 10.16 eV

Each line ends with the natural charge from an NBO analysis.
Cartesian coordinates (Å):
C1 -1.275 0.262 -1.029  -0.634
C2 0.180 -0.274 -1.045  0.643
C3 0.441 -0.397 1.413  0.524
H1 -1.453 1.671 0.958  0.111
H2 -1.309 0.491 -2.158  0.289
H3 -1.957 -0.327 -0.486  0.240
H4 2.655 -0.813 0.994  0.498
H5 -0.517 0.162 1.407  0.124
N1 0.901 -0.584 0.105  -0.216
O1 0.759 -0.309 -2.103  -0.528
O2 2.230 -1.206 -0.038  -0.497
O3 1.059 -0.621 2.407  -0.557
S1 -1.714 1.943 -0.424  0.003


b:
Formula: C3H5NO3S
Source: OMol25
Level of theory: wB97M-V/def2-TZVPD

Summary:
LUMO: 0.02 eV
Orbital gap: 9.37 eV

Each line ends with the natural charge from an NBO analysis.
Cartesian coordinates (Å):
C1 0.874 0.321 -0.246  -0.490
C2 -1.941 -1.168 0.118  0.795
C3 2.086 0.224 -1.124  -0.670
N1 -2.844 -0.427 0.380  -0.315
O1 -1.310 -2.041 -0.294  -0.477
O2 2.135 0.260 1.933  -0.934
O3 -2.894 0.647 1.243  -0.495
S1 0.809 0.484 1.366  1.162
H1 2.088 1.148 -1.655  0.235
H2 2.187 -0.636 -1.765  0.238
H3 2.880 0.079 -0.481  0.242
H4 -0.210 0.369 -0.693  0.220
H5 -3.860 0.739 1.218  0.488


c:
Formula: C3H5NO3S
Source: OMol25
Level of theory: wB97M-V/def2-TZVPD

Summary:
LUMO: -0.95 eV
SMILES string: O=C(CO)C(=S)NO
Orbital gap: 8.35 eV

Each line ends with the natural charge from an NBO analysis.
Cartesian coordinates (Å):
C1 -1.497 0.716 -0.269  -0.193
C2 -0.419 -0.088 0.411  0.510
C3 1.084 0.528 0.238  -0.047
H1 -2.798 -0.776 -0.075  0.477
H2 -1.579 1.675 0.288  0.255
H3 -1.130 0.862 -1.419  0.206
H4 3.015 -0.001 -0.214  0.414
H5 1.483 -2.163 0.237  0.499
N1 2.000 -0.381 0.158  -0.331
O1 -2.874 0.319 -0.286  -0.686
O2 -0.574 -1.038 1.323  -0.548
O3 1.903 -1.743 -0.620  -0.541
S1 1.386 2.090 0.228  -0.013


Most stable: a. Least stable: c.


a:
Formula: C4H9O
Source: OMol25
Level of theory: wB97M-V/def2-TZVPD

Summary:
Charge: -1
LUMO: 3.38 eV
Orbital gap: 5.09 eV

Each line ends with the natural charge from an NBO analysis.
Cartesian coordinates (Å):
C1 0.458 3.343 0.781  -0.205
O1 1.718 3.827 0.492  -0.985
H1 0.246 2.260 0.469  0.055
H2 0.081 3.254 1.871  0.058
H3 -0.290 3.920 0.169  0.082
C2 -0.976 -2.420 -1.147  -0.643
C3 0.254 -1.591 -0.638  -0.189
C4 0.453 -1.285 0.664  -0.378
H4 -0.724 -2.630 -2.136  0.203
H5 -1.021 -3.405 -0.503  0.200
H6 -1.951 -1.973 -1.093  0.216
H7 0.904 -1.070 -1.443  0.205
H8 1.080 -0.579 1.038  0.210
H9 -0.234 -1.652 1.474  0.170


b:
Formula: C4H9O
Source: OMol25
Level of theory: wB97M-V/def2-TZVPD

Summary:
Charge: -1
LUMO: 3.98 eV
Orbital gap: 6.15 eV

Each line ends with the natural charge from an NBO analysis.
Cartesian coordinates (Å):
C1 0.866 0.590 2.779  -0.186
O1 1.363 0.997 1.601  -0.968
H1 -0.241 0.359 2.708  0.061
H2 1.335 -0.307 3.276  0.065
H3 0.903 1.335 3.630  0.065
C2 -0.610 -0.357 -0.473  -0.700
C3 -0.052 -0.637 -1.814  -0.120
C4 -0.493 -0.031 -2.923  -0.467
H4 -1.542 0.218 -0.502  0.184
H5 -0.889 -1.289 0.045  0.194
H6 0.049 0.157 0.246  0.329
H7 0.788 -1.326 -1.806  0.185
H8 -0.039 -0.204 -3.889  0.179
H9 -1.439 0.496 -2.878  0.181


c:
Formula: C4H9O
Source: OMol25
Level of theory: wB97M-V/def2-TZVPD

Summary:
Charge: -1
LUMO: 4.42 eV
Orbital gap: 6.72 eV

Each line ends with the natural charge from an NBO analysis.
Cartesian coordinates (Å):
C1 1.278 -2.215 0.651  -0.211
O1 0.525 -1.126 1.026  -0.990
H1 2.243 -1.899 0.181  0.079
H2 1.532 -2.851 1.525  0.097
H3 0.835 -2.865 -0.139  0.082
C2 -1.494 1.335 0.451  -0.668
C3 -0.705 1.544 -0.811  -0.211
C4 0.397 0.854 -1.131  -0.429
H4 -2.566 1.198 0.243  0.179
H5 -1.107 0.457 0.971  0.286
H6 -1.471 2.221 1.086  0.186
H7 -1.062 2.296 -1.522  0.153
H8 0.946 1.099 -2.038  0.158
H9 0.649 -0.046 -0.494  0.290


d:
Formula: C4H9O
Source: OMol25
Level of theory: wB97M-V/def2-TZVPD

Summary:
Charge: -1
LUMO: 4.26 eV
Orbital gap: 5.97 eV

Each line ends with the natural charge from an NBO analysis.
Cartesian coordinates (Å):
C1 -0.431 1.089 -0.211  0.176
O1 0.159 1.684 -1.246  -0.927
C2 0.681 0.639 1.003  -0.635
C3 -0.070 -0.332 0.002  -0.266
C4 -1.064 -1.343 0.739  -0.619
H1 -1.330 1.550 0.106  0.114
H2 3.359 -5.795 -1.542  0.001
H3 1.520 1.202 0.631  0.224
H4 0.395 0.570 2.060  0.171
H5 3.442 -5.641 -2.286  -0.001
H6 0.446 -0.811 -0.850  0.198
H7 -1.840 -0.890 1.400  0.192
H8 -1.557 -1.959 -0.039  0.186
H9 -0.412 -2.014 1.284  0.186


Most stable: c. Least stable: d.


a:
Formula: C4H9O
Source: OMol25
Level of theory: wB97M-V/def2-TZVPD

Summary:
Charge: -1
LUMO: 4.02 eV
Orbital gap: 6.24 eV

Each line ends with the natural charge from an NBO analysis.
Cartesian coordinates (Å):
C1 -0.544 2.375 1.609  -0.189
O1 0.292 2.161 0.576  -0.967
H1 -1.447 1.696 1.615  0.062
H2 -0.102 2.267 2.639  0.067
H3 -1.006 3.405 1.662  0.070
C2 -0.305 -0.788 -0.148  -0.703
C3 0.839 -1.481 -0.799  -0.119
C4 0.830 -1.937 -2.041  -0.468
H4 -1.229 -0.857 -0.733  0.182
H5 -0.542 -1.238 0.823  0.194
H6 -0.124 0.284 0.074  0.332
H7 1.735 -1.544 -0.187  0.182
H8 1.705 -2.394 -2.492  0.178
H9 -0.101 -1.949 -2.597  0.178


b:
Formula: C4H9O
Source: OMol25
Level of theory: wB97M-V/def2-TZVPD

Summary:
Charge: -1
LUMO: 3.82 eV
Orbital gap: 5.87 eV

Each line ends with the natural charge from an NBO analysis.
Cartesian coordinates (Å):
C1 1.824 -0.687 2.187  -0.192
O1 1.763 0.616 1.839  -0.986
H1 2.870 -1.076 2.328  0.069
H2 1.387 -1.396 1.458  0.067
H3 1.316 -0.909 3.159  0.070
C2 -0.408 0.181 -0.257  -0.692
C3 -1.156 0.843 -1.378  -0.118
C4 -1.714 0.293 -2.447  -0.475
H4 -1.171 -0.073 0.489  0.213
H5 0.276 0.820 0.308  0.307
H6 0.083 -0.741 -0.573  0.203
H7 -1.320 1.891 -1.173  0.176
H8 -2.209 0.959 -3.142  0.176
H9 -1.540 -0.718 -2.796  0.182


Most stable: a. Least stable: b.


a:
Formula: C8H14
Source: OMol25
Level of theory: wB97M-V/def2-TZVPD

Summary:
LUMO: 0.72 eV
Orbital gap: 8.44 eV

Each line ends with the natural charge from an NBO analysis.
Cartesian coordinates (Å):
C1 1.096 -0.116 -1.665  -0.451
C2 -0.306 -1.796 -1.016  -0.429
C3 1.182 -1.351 -0.784  -0.076
C4 0.087 -0.368 -0.676  -0.021
C5 2.314 -1.871 0.111  -0.628
C6 -0.266 2.232 0.748  -0.652
C7 -2.376 0.710 0.770  -0.685
C8 -0.908 0.896 1.094  -0.041
H1 1.728 0.656 -1.357  0.206
H2 0.873 -0.319 -2.692  0.185
H3 -0.501 -2.093 -1.982  0.179
H4 -0.735 -2.531 -0.236  0.201
H5 2.500 -0.932 0.747  0.217
H6 3.162 -2.176 -0.605  0.227
H7 1.820 -2.743 0.727  0.225
H8 -0.783 2.994 1.162  0.205
H9 -0.246 2.546 -0.219  0.220
H10 0.871 2.240 1.003  0.208
H11 -2.967 1.018 1.582  0.218
H12 -2.734 -0.327 0.803  0.235
H13 -2.913 1.271 -0.042  0.232
H14 -0.334 0.407 1.946  0.227


b:
Formula: C8H14
Source: OMol25
Level of theory: wB97M-V/def2-TZVPD

Summary:
LUMO: 0.96 eV
SMILES string: CC(C)(C)C1(C)C=C1
Orbital gap: 10.07 eV

Each line ends with the natural charge from an NBO analysis.
Cartesian coordinates (Å):
C1 -0.218 -2.294 0.153  -0.182
C2 0.841 -2.004 -0.601  -0.183
C3 -0.133 -0.947 -0.579  -0.065
C4 -1.146 -0.751 -1.736  -0.630
C5 1.291 0.009 1.363  -0.618
C6 -1.111 0.811 0.978  -0.615
C7 0.818 1.474 -0.583  -0.612
C8 0.161 0.321 0.275  -0.029
H1 -0.811 -2.957 0.665  0.220
H2 1.724 -2.403 -1.046  0.218
H3 -0.953 0.090 -2.410  0.210
H4 -2.244 -0.624 -1.396  0.206
H5 -1.174 -1.654 -2.302  0.212
H6 1.308 1.039 1.896  0.204
H7 2.307 -0.322 0.974  0.220
H8 0.988 -0.729 2.130  0.211
H9 -1.396 0.053 1.670  0.204
H10 -0.931 1.615 1.646  0.205
H11 -1.950 0.971 0.435  0.211
H12 0.267 1.979 -1.270  0.203
H13 1.649 1.101 -1.242  0.203
H14 1.168 2.238 0.099  0.204


Most stable: b. Least stable: a.


a:
Formula: C9H13NO2
Source: OMol25
Level of theory: wB97M-V/def2-TZVPD

Summary:
LUMO: 0.55 eV
SMILES string: Cc1ccc(O)cc1.CC(N)=O
Orbital gap: 9.18 eV

Each line ends with the natural charge from an NBO analysis.
Cartesian coordinates (Å):
C1 1.369 -1.847 2.060  -0.745
C2 0.533 -1.220 3.232  0.692
O1 -0.103 -1.903 3.982  -0.587
N1 0.396 0.178 3.258  -0.839
H1 -0.460 0.545 3.590  0.398
H2 0.831 0.593 2.441  0.388
H3 2.344 -1.453 1.881  0.227
H4 1.091 -1.809 1.108  0.231
H5 1.772 -2.779 2.391  0.238
C3 -1.493 -1.145 -2.866  -0.648
C4 -0.799 0.914 0.115  -0.288
C5 0.078 1.968 -0.357  0.298
C6 -1.246 -0.100 -0.708  -0.180
C7 -1.048 0.011 -2.075  -0.059
C8 0.447 1.979 -1.763  -0.297
C9 0.013 0.848 -2.499  -0.167
O2 0.739 2.780 0.629  -0.684
H6 -0.949 0.984 1.216  0.221
H7 -1.686 -1.004 -0.352  0.221
H8 1.160 2.636 -2.172  0.213
H9 1.030 3.548 0.035  0.481
H10 -2.473 -1.575 -2.843  0.234
H11 -0.723 -1.976 -2.959  0.221
H12 0.635 0.619 -3.396  0.216
H13 -1.459 -0.791 -3.949  0.215


b:
Formula: C9H13NO2
Source: OMol25
Level of theory: wB97M-V/def2-TZVPD

Summary:
LUMO: 0.54 eV
SMILES string: Cc1ccc(O)cc1.CC(N)=O
Orbital gap: 8.38 eV

Each line ends with the natural charge from an NBO analysis.
Cartesian coordinates (Å):
C1 -2.043 3.822 0.643  -0.619
C2 -1.022 -0.203 -0.285  0.325
C3 -0.279 0.496 0.644  -0.324
C4 -2.057 0.519 -1.030  -0.250
C5 -0.792 1.708 1.066  -0.181
C6 -2.328 1.818 -0.735  -0.192
C7 -1.756 2.395 0.386  -0.074
O1 -1.067 -1.560 -0.556  -0.678
H1 -0.382 -2.045 -0.009  0.495
H2 0.626 0.145 1.124  0.192
H3 -2.329 -0.066 -1.887  0.224
H4 -0.483 2.263 1.985  0.206
H5 -3.140 2.268 -1.153  0.200
H6 -1.094 4.430 0.538  0.213
H7 -2.489 4.045 1.608  0.215
H8 -2.747 4.164 -0.137  0.212
C8 3.166 -3.240 -1.016  -0.699
C9 2.023 -2.700 -0.205  0.682
O2 0.958 -3.094 -0.584  -0.617
N1 2.383 -1.935 0.806  -0.823
H9 3.140 -4.283 -0.600  0.240
H10 4.113 -2.782 -0.790  0.201
H11 1.546 -1.636 1.405  0.392
H12 3.166 -1.253 0.812  0.421
H13 2.889 -3.275 -2.032  0.239


c:
Formula: C9H13NO2
Source: OMol25
Level of theory: wB97M-V/def2-TZVPD

Summary:
LUMO: 0.65 eV
SMILES string: Cc1ccc(O)cc1.CC(N)=O
Orbital gap: 9.06 eV

Each line ends with the natural charge from an NBO analysis.
Cartesian coordinates (Å):
C1 -1.553 -2.415 0.991  -0.731
C2 -3.083 -2.010 0.909  0.696
O1 -3.922 -2.675 0.420  -0.594
N1 -3.379 -0.783 1.497  -0.822
H1 -1.370 -3.065 0.264  0.224
H2 -1.570 -3.057 1.880  0.237
H3 -4.148 -0.379 1.358  0.369
H4 -2.572 -0.256 1.953  0.387
H5 -0.783 -1.583 0.828  0.234
C3 1.465 3.220 0.547  -0.632
C4 0.238 0.047 -1.268  -0.312
C5 1.326 -0.696 -1.332  0.288
C6 0.290 1.321 -0.603  -0.197
C7 1.526 1.838 -0.159  -0.038
C8 2.584 -0.220 -0.760  -0.228
C9 2.716 1.143 -0.329  -0.201
O2 1.392 -1.835 -1.949  -0.666
H6 -0.589 -0.053 -1.917  0.210
H7 -0.603 1.904 -0.685  0.208
H8 3.361 -0.899 -0.614  0.214
H9 0.804 -1.834 -2.764  0.486
H10 0.765 3.819 -0.016  0.212
H11 2.471 3.837 0.476  0.216
H12 3.593 1.704 -0.237  0.216
H13 1.041 2.926 1.509  0.227


Most stable: b. Least stable: c.


a:
Formula: C9H13NO2
Source: OMol25
Level of theory: wB97M-V/def2-TZVPD

Summary:
LUMO: 0.69 eV
SMILES string: O=C1CCCC[C@@H]2CCC(=O)N12
Orbital gap: 10.41 eV

Each line ends with the natural charge from an NBO analysis.
Cartesian coordinates (Å):
C1 -0.308 -0.487 2.016  0.729
C2 -0.771 1.048 2.403  -0.517
C3 -1.115 1.818 1.132  -0.419
C4 -0.629 0.745 0.122  -0.011
C5 0.647 1.324 -0.631  -0.396
C6 1.475 0.189 -1.279  -0.417
C7 0.776 -0.954 -2.060  -0.405
C8 0.033 -2.058 -1.328  -0.519
C9 -0.610 -1.806 -0.031  0.706
H1 -1.562 1.197 3.156  0.244
H2 0.071 1.356 2.982  0.233
H3 -0.770 2.802 1.169  0.230
H4 -2.227 1.916 1.012  0.214
H5 -1.400 0.547 -0.696  0.193
H6 0.483 2.176 -1.195  0.208
H7 1.241 1.734 0.134  0.194
H8 1.988 -0.216 -0.412  0.207
H9 2.297 0.705 -1.848  0.222
H10 -0.051 -0.503 -2.739  0.194
H11 1.476 -1.400 -2.881  0.230
H12 0.861 -2.713 -0.958  0.251
H13 -0.472 -2.746 -1.975  0.254
N1 -0.365 -0.592 0.618  -0.546
O1 0.145 -1.346 2.751  -0.542
O2 -1.214 -2.736 0.537  -0.536


b:
Formula: C9H13NO2
Source: OMol25
Level of theory: wB97M-V/def2-TZVPD

Summary:
LUMO: 0.55 eV
SMILES string: Cc1ccc(O)cc1.CC(N)=O
Orbital gap: 9.21 eV

Each line ends with the natural charge from an NBO analysis.
Cartesian coordinates (Å):
C1 -3.754 0.774 -1.876  -0.720
C2 -2.641 -0.003 -2.544  0.671
O1 -2.104 0.306 -3.583  -0.608
N1 -2.164 -1.079 -1.821  -0.820
H1 -1.205 -1.370 -1.937  0.398
H2 -2.463 -1.157 -0.866  0.389
H3 -4.175 0.321 -0.966  0.210
H4 -4.596 0.899 -2.545  0.245
H5 -3.230 1.694 -1.580  0.234
C3 4.283 0.282 1.760  -0.640
C4 0.065 -0.182 1.102  0.290
C5 0.672 1.091 1.078  -0.271
C6 0.802 -1.230 1.529  -0.271
C7 2.025 1.260 1.127  -0.182
C8 2.194 -1.061 1.741  -0.184
C9 2.828 0.150 1.546  -0.054
O2 -1.219 -0.373 0.658  -0.683
H6 -1.606 0.510 0.564  0.478
H7 -0.002 1.919 0.862  0.198
H8 0.351 -2.213 1.581  0.221
H9 2.432 2.251 0.913  0.220
H10 2.723 -1.963 2.015  0.213
H11 4.509 0.500 2.805  0.222
H12 4.779 1.185 1.379  0.221
H13 4.938 -0.536 1.477  0.223


Most stable: b. Least stable: a.